Entry 1:
C30H32BrCl48F2N4O7P2 | wB97M-V/def2-TZVPD

The geometry in XYZ format:
```
126
Properties=species:S:1:pos:R:3:forces:R:3
C -2.909 -5.495 0.417 -0.1 0.4 -1.1
C -2.130 -6.281 -0.647 -1.1 1.0 1.3
O -1.732 -7.356 -0.362 1.1 -1.5 -0.1
O -1.975 -5.708 -1.873 0.5 0.5 1.0
C -0.647 -5.810 -2.388 0.5 0.0 -2.3
C -0.764 -5.831 -3.941 0.4 -0.9 0.5
C 0.434 -5.195 -4.667 -0.4 0.4 -0.3
C 0.636 -3.674 -4.376 -0.1 -0.7 0.8
C 1.866 -3.423 -3.470 0.2 0.2 -0.5
C 2.432 -1.972 -3.547 0.4 0.0 0.4
C 2.456 -1.264 -2.170 -1.6 2.0 0.6
P 3.949 -2.178 -1.337 0.9 -1.8 -0.8
N 5.098 -0.986 -0.781 -0.7 -0.3 0.4
O 3.388 -2.973 0.016 0.4 1.4 -0.6
C 2.594 0.301 -2.242 1.3 -1.4 -1.7
N 1.737 0.910 -1.117 2.8 0.1 -3.4
P 1.358 2.556 -1.900 -2.5 3.1 0.4
N 0.677 3.565 -0.940 0.8 -1.6 0.6
N 2.700 1.059 -0.073 -0.2 -0.3 1.3
C 3.541 2.210 0.010 0.8 0.7 -0.7
O 3.375 3.081 0.756 -0.7 1.2 1.8
F 4.623 2.271 -0.758 -0.6 -1.3 -0.8
C 2.628 0.394 1.180 -1.4 1.0 1.4
O 3.168 -0.579 1.494 1.2 -1.7 -0.3
F 1.930 1.033 2.146 0.6 1.1 -1.9
C 0.614 -0.082 -1.113 -2.9 -3.6 0.4
C -0.532 0.020 -2.196 0.7 2.8 -0.4
C -0.203 -0.139 -3.674 0.5 0.5 0.3
O -0.801 -0.929 -4.321 -0.9 -1.1 -0.8
C -0.263 -0.309 0.164 0.0 -0.1 0.8
C -0.602 -1.810 0.429 -0.2 0.7 0.7
C 0.434 -2.525 1.313 -0.1 -0.7 -0.7
Br 0.565 -4.394 0.679 0.1 0.5 0.2
O 1.202 -1.330 -1.419 1.2 -0.6 0.4
H -2.245 -5.162 1.221 0.1 -0.2 -0.3
H -3.652 -6.171 0.848 0.0 0.3 -0.1
H -3.348 -4.604 -0.047 -0.2 -0.2 0.3
H -0.012 -4.953 -2.131 -0.6 0.0 0.5
H -0.124 -6.723 -2.090 -0.4 0.1 0.4
H -1.732 -5.417 -4.248 0.3 0.2 0.1
H -0.790 -6.900 -4.209 -0.2 0.3 -0.2
H 1.356 -5.764 -4.471 -0.2 0.2 0.1
H 0.249 -5.292 -5.746 0.1 -0.1 0.2
H 0.722 -3.131 -5.324 0.1 0.0 0.3
H -0.266 -3.331 -3.851 0.2 0.2 -0.3
H 2.653 -4.114 -3.803 -0.1 0.3 0.1
H 1.671 -3.681 -2.418 -0.2 0.0 -0.3
H 2.000 -1.355 -4.343 -0.3 -0.2 0.3
H 3.500 -2.075 -3.802 -0.3 0.2 -0.1
H 5.435 -1.320 0.122 0.0 0.5 0.1
H 5.908 -1.059 -1.395 -0.1 0.0 -0.1
H 4.019 -2.825 0.734 -0.3 -0.2 0.3
H 3.680 0.456 -2.193 -0.4 0.9 0.8
H 2.294 0.802 -3.176 -0.3 -0.7 0.0
H 2.535 3.041 -2.544 0.2 -0.9 0.4
H 0.469 2.373 -2.994 0.8 -1.0 0.0
H 0.547 3.145 -0.018 -0.2 0.7 0.2
H -1.340 -0.678 -1.970 0.6 -0.3 0.2
H -0.993 1.023 -2.063 0.0 -0.3 -0.2
H 0.533 0.483 -4.234 0.0 0.2 0.6
H -1.241 0.168 0.027 0.5 0.3 -0.1
H 0.124 0.093 1.111 0.1 0.1 -0.4
H -0.863 -2.354 -0.482 0.4 0.1 0.1
H -1.533 -1.770 1.013 0.1 0.0 -0.2
H 0.123 -2.601 2.354 0.0 0.1 -0.2
H 1.442 -2.112 1.270 -0.2 -0.2 -0.2
C -1.350 3.743 3.594 -0.3 0.2 0.1
Cl -2.023 5.374 3.445 0.3 -0.1 -0.1
Cl 0.122 3.638 2.633 0.2 -0.1 -0.1
Cl -0.973 3.414 5.284 -0.1 0.1 -0.2
Cl -2.521 2.548 3.006 0.1 0.0 -0.1
C -0.528 6.221 -3.959 -0.4 0.2 0.0
Cl -1.586 5.589 -5.224 0.4 0.1 0.2
Cl 0.212 7.726 -4.503 0.0 -0.1 0.0
Cl -1.471 6.519 -2.496 0.1 -0.1 -0.1
Cl 0.752 5.035 -3.604 -0.5 0.6 -0.5
C 2.258 6.863 4.941 0.0 0.1 0.1
Cl 3.745 7.128 5.859 -0.1 0.0 0.0
Cl 2.630 5.939 3.478 0.0 0.0 0.0
Cl 1.101 5.966 5.939 0.2 0.1 -0.1
Cl 1.557 8.421 4.488 0.0 -0.1 0.0
C -6.424 4.552 4.040 0.0 0.0 0.1
Cl -4.822 4.301 4.744 -0.3 0.0 0.2
Cl -6.591 6.238 3.534 0.0 -0.1 0.0
Cl -6.604 3.490 2.634 0.0 0.0 0.1
Cl -7.668 4.170 5.234 0.2 0.1 -0.2
C -0.202 -0.714 5.210 -0.2 -0.1 0.3
Cl 0.877 -1.937 5.878 -0.3 -0.1 -0.1
Cl 0.611 0.054 3.831 -0.7 -0.4 1.1
Cl -1.729 -1.457 4.659 0.2 0.3 0.0
Cl -0.577 0.469 6.480 0.1 -0.4 -0.3
C 4.407 5.982 -4.945 0.2 0.3 -0.2
Cl 6.161 5.810 -4.847 -0.1 0.0 0.0
Cl 3.901 5.987 -6.634 0.0 -0.1 0.1
Cl 3.635 4.613 -4.108 0.7 -0.2 -0.1
Cl 3.914 7.487 -4.169 0.0 -0.1 0.0
C -0.079 -5.960 4.397 0.1 -0.2 -0.1
Cl -0.612 -4.300 4.076 -0.1 -0.4 0.1
Cl 1.387 -6.299 3.467 0.0 -0.1 0.2
Cl 0.262 -6.137 6.122 0.0 0.1 -0.1
Cl -1.353 -7.088 3.924 0.1 0.1 0.0
C 7.568 -1.926 -4.190 0.1 -0.2 -0.2
Cl 8.879 -2.360 -5.284 -0.1 0.1 0.1
Cl 6.571 -3.347 -3.859 0.0 0.1 0.0
Cl 8.246 -1.313 -2.670 0.0 0.0 0.0
Cl 6.566 -0.667 -4.935 0.0 0.0 0.1
C -6.409 -0.549 0.829 -0.1 0.0 0.0
Cl -4.809 -0.760 1.569 0.0 0.0 0.0
Cl -6.586 1.124 0.286 0.0 -0.1 -0.1
Cl -6.569 -1.637 -0.553 0.1 0.0 0.1
Cl -7.656 -0.916 2.021 0.1 0.0 0.0
C -11.017 4.613 7.934 0.0 0.1 0.1
Cl -9.875 5.372 9.050 0.0 0.0 -0.1
Cl -10.163 3.420 6.941 -0.2 -0.1 0.1
Cl -12.294 3.808 8.852 0.1 0.0 -0.1
Cl -11.728 5.847 6.887 0.0 -0.1 0.0
C 3.322 -0.088 8.649 0.0 0.0 0.1
Cl 2.249 -1.382 9.199 0.0 0.1 0.0
Cl 2.950 0.313 6.965 0.3 0.2 0.1
Cl 3.085 1.342 9.659 0.0 -0.1 -0.1
Cl 5.002 -0.624 8.768 -0.1 0.0 0.0
C -3.545 2.199 -6.595 -0.1 0.0 -0.1
Cl -2.413 1.007 -5.934 0.0 0.0 0.0
Cl -2.846 2.933 -8.044 0.0 0.0 0.1
Cl -5.062 1.399 -7.010 0.1 0.0 0.0
Cl -3.847 3.457 -5.388 -0.2 -0.3 -0.1
```
Forces are in eV/Å.

Summary:
total charge: +1
HOMO-LUMO gap: 6.686 eV
E: -27453.08000 Eh
strongest force on any atom: 4.6 eV/A

These are the Löwdin partial charges, in e, on atoms 1 to 2: atom 1 (C): 0.006, atom 2 (C): -0.560

---

Entry 2:
C2H2S5 | wB97M-V/def2-TZVPD

The geometry in XYZ format:
```
9
Properties=species:S:1:pos:R:3:forces:R:3
S 0.521 1.713 -0.638 0.5 0.3 0.3
C 0.856 0.589 0.624 -3.0 -6.3 2.2
C 0.143 -0.845 0.748 4.2 6.4 0.9
S -0.316 -1.735 -0.608 -0.5 -0.9 -0.7
S 0.492 -1.781 2.267 0.2 1.0 -1.2
S 0.448 -0.054 3.313 0.0 0.6 1.2
S 1.681 1.136 2.181 -0.8 -0.9 -1.2
H 1.018 2.626 0.211 -0.2 0.6 -0.7
H -0.211 -2.798 0.201 -0.4 -0.6 -0.8
```
Forces are in eV/Å.

Summary:
SMILES: SC1=C(S)SSS1
total charge: 0
HOMO-LUMO gap: 6.996 eV
E: -2068.25154 Eh
strongest force on any atom: 7.7 eV/A

These are the Löwdin partial charges, in e, on atoms 1 to 2: atom 1 (S): 0.736, atom 2 (C): -1.067

---

E_HOMO across the listed records, respectively: -11.010, -7.399 eV.